1.
{"formula": "C7H9O2S", "method": "ωB97M-V with the def2-TZVPD basis set", "species": ["C", "C", "C", "C", "C", "C", "C", "O", "O", "S", "H", "H", "H", "H", "H", "H", "H", "H", "H"], "coordinates": [[0.549841, -0.054978, 1.077164], [1.018511, -0.674376, -0.011821], [-0.867288, -0.007986, 1.323211], [-1.625607, -0.634063, 0.207492], [-0.705311, -1.184732, -0.850407], [1.565951, 0.314071, 2.316493], [-0.093082, 0.969482, -2.553438], [2.040972, -0.951529, -0.485330], [-1.347544, 0.542200, 2.347323], [-0.882757, -0.611207, -2.511364], [-2.478474, -1.288863, 0.638510], [-2.084019, 0.231606, -0.306654], [-0.452128, -2.236665, -0.888883], [2.536870, 0.317971, 1.948379], [1.454545, -0.280603, 3.191048], [1.192958, 1.272465, 2.651443], [-0.074658, 1.405887, -3.652912], [0.928293, 1.106401, -2.374817], [-0.677072, 1.764921, -2.065437]], "forces_ev_per_a": [[0.4, 0.8, 4.5], [-5.1, -0.2, -0.7], [2.0, 1.0, 1.7], [-2.2, -0.1, -0.6], [2.7, 0.5, 1.3], [-3.7, 0.5, -2.2], [-1.4, 2.7, -2.8], [3.8, -1.2, -2.1], [-0.2, -1.0, -1.4], [0.0, -0.6, -0.5], [1.3, 0.8, -0.8], [-0.5, -0.3, 0.4], [-0.5, -0.3, 0.1], [1.8, 0.2, -0.5], [-0.1, -1.1, 0.4], [0.4, 0.6, 0.0], [-0.6, -1.3, 1.6], [1.6, -0.6, 1.2], [0.3, -0.4, 0.4]], "gap_ev": 7.1, "e_tot_ev": -22334.81377, "relative_energy_ev": 1.746, "total_charge": -1, "fmax_ev_per_a": 5.10, "molar_mass_g_mol": 157.2}

***

2.
{"formula": "C7H9O2S", "method": "ωB97M-V with the def2-TZVPD basis set", "species": ["C", "C", "C", "C", "C", "C", "C", "O", "O", "S", "H", "H", "H", "H", "H", "H", "H", "H", "H"], "coordinates": [[0.591114, -1.274992, 1.156050], [0.141116, -2.087556, 0.242364], [0.917673, 0.121932, 0.988404], [-0.631027, -1.716817, -0.988693], [1.317790, 0.712476, -0.151023], [-1.313040, -0.609591, -0.906906], [1.346347, 2.201288, -0.262022], [-2.019753, 1.757902, 0.141533], [-3.405904, -0.311595, 0.497882], [-2.026967, 0.341522, 0.577487], [1.102111, -1.759845, 2.014657], [0.332929, -3.115617, 0.357069], [0.878895, 0.703954, 1.957880], [-0.484053, -2.280305, -1.977849], [1.119895, 0.003177, -1.019892], [-1.751079, -0.195546, -1.797041], [1.662818, 2.649584, 0.663199], [0.274491, 2.396359, -0.419456], [1.946646, 2.463662, -1.073640]], "forces_ev_per_a": [[2.2, -0.2, 1.2], [-1.5, -1.1, -2.4], [0.4, 1.8, 1.3], [1.9, -1.2, 0.1], [-1.4, -1.9, 0.6], [-1.8, 1.6, -0.5], [-1.2, -1.5, 0.4], [0.1, 0.2, -0.5], [1.4, 0.9, -0.1], [-1.1, -1.7, 0.4], [-0.5, 0.3, -0.3], [-0.1, -1.4, 0.5], [0.1, -0.3, -1.2], [-0.2, 0.7, 1.6], [0.9, 1.5, 0.7], [-0.5, 0.2, -0.4], [0.2, 0.3, 0.3], [0.3, 0.7, -0.2], [0.9, 1.0, -1.3]], "gap_ev": 7.2, "e_tot_ev": -22333.12658, "relative_energy_ev": 3.433, "total_charge": -1, "fmax_ev_per_a": 3.00, "molar_mass_g_mol": 157.2}

***

3.
{"formula": "C7H9P", "method": "ωB97M-V with the def2-TZVPD basis set", "species": ["C", "C", "C", "C", "C", "C", "C", "P", "H", "H", "H", "H", "H", "H", "H", "H", "H"], "coordinates": [[0.885824, 0.840645, 1.379022], [0.785162, 2.209094, 1.404469], [0.288702, 0.032547, 0.375549], [-0.388318, 0.600216, -0.579036], [0.232772, -1.449926, 0.387177], [-1.001420, -0.410102, -1.454162], [-0.174765, -1.683710, -1.126892], [-0.069537, 2.965100, 0.050024], [1.222887, 0.187041, 2.229988], [1.504862, 2.756493, 2.139337], [1.194178, -1.894284, 0.501041], [-0.452536, -1.872487, 1.200037], [-1.999838, -0.594829, -1.359491], [-0.849456, -0.089778, -2.525774], [0.739539, -1.688095, -1.746176], [-0.641439, -2.671538, -1.424378], [-1.276616, 2.763611, 0.549264]], "forces_ev_per_a": [[0.1, 0.2, 2.4], [2.4, -1.2, 1.6], [0.3, 0.4, 1.4], [-0.1, 3.2, -0.1], [-0.9, -1.1, -0.8], [2.5, 0.3, -3.2], [-0.2, -0.7, 0.1], [1.4, -2.4, -2.4], [0.5, 1.3, -0.6], [-1.8, -0.8, -1.3], [0.8, -0.4, 0.5], [0.7, 0.5, -1.3], [-2.9, -0.2, 0.6], [-0.3, -0.5, 0.8], [-0.1, 0.3, 0.5], [0.0, 1.2, 0.8], [-2.4, -0.1, 1.0]], "gap_ev": 8.4, "e_tot_ev": -16689.70430, "relative_energy_ev": 2.542, "fmax_ev_per_a": 4.03, "molar_mass_g_mol": 124.1}